(1)
The following is a DFT calculation (ωB97M-V/def2-TZVPD) of the ion C11H14NO2S with charge -1.

```
29
C11H14NO2S ωB97M-V/def2-TZVPD
C -2.405 -3.001 -0.053
C -3.674 -2.411 0.149
C -1.257 -2.209 -0.173
C -3.704 -1.010 0.262
C -1.284 -0.801 -0.028
C -2.539 -0.246 0.168
C 1.074 -0.332 -0.426
C 3.319 -0.098 0.462
C 1.788 1.914 0.713
C 2.587 1.221 -1.540
C 2.179 0.708 -0.135
N -0.121 0.030 -0.064
O -3.326 2.102 -0.827
O -1.707 2.222 1.058
S -2.993 1.647 0.544
H -2.352 -4.072 0.133
H -4.385 -3.206 0.315
H -0.371 -2.704 -0.459
H -4.580 -0.412 0.205
H 3.101 -0.866 1.283
H 3.842 -0.598 -0.278
H 4.070 0.629 0.832
H 0.909 2.516 0.424
H 2.629 2.549 0.864
H 1.662 1.561 1.764
H 2.644 0.361 -2.292
H 3.422 1.638 -1.375
H 1.723 1.910 -1.887
H -0.251 0.956 0.362
```

## Properties
charge = -1
highest occupied orbital energy = -3.95 eV

=====

(2)
The following is a DFT calculation (ωB97M-V/def2-TZVPD) of an isolated molecule of C11H14NP.

```
27
C11H14NP ωB97M-V/def2-TZVPD
C -0.846 -0.726 -3.590
C 0.441 -1.310 -3.555
C -1.495 -0.256 -2.455
C 1.068 -1.459 -2.317
C -0.833 -0.353 -1.269
C -1.126 0.109 0.078
C 0.382 -0.958 -1.197
C -0.050 -0.176 0.882
C -2.436 0.601 0.545
C 0.646 2.155 2.216
C 1.852 -0.301 3.083
N 0.892 -0.807 0.045
P 0.190 0.429 2.663
H -1.441 -0.781 -4.479
H 0.905 -1.643 -4.479
H -2.501 0.286 -2.511
H 2.024 -1.837 -2.165
H -3.021 -0.313 0.780
H -2.311 1.077 1.598
H -2.895 1.355 -0.191
H 0.923 2.022 1.138
H 1.434 2.649 2.869
H -0.283 2.780 2.145
H 2.675 -0.087 2.465
H 1.892 -1.439 3.322
H 2.090 0.232 4.102
H 1.822 -1.250 0.277
```

## Properties
SMILES string = Cc1c(P(C)C)[nH]c2ccccc12
highest occupied orbital energy = -7.69 eV

=====

(3)
The following is a DFT calculation (ωB97M-V/def2-TZVPD) of a structure of composition C11H14O2.

```
27
C11H14O2 ωB97M-V/def2-TZVPD
C -3.660 -1.168 0.159
C -2.026 0.425 -0.112
C -1.591 1.868 -0.149
C -0.204 2.122 0.264
C 0.752 1.115 0.254
C 2.180 1.546 -0.091
C 3.034 0.292 -0.558
C 2.732 -0.864 0.582
C 1.294 -1.351 0.476
C 0.315 -0.281 0.164
C -1.073 -0.552 0.110
H -4.634 -1.204 -0.543
H -4.249 -1.434 1.386
H -2.864 -2.033 -0.208
H -2.313 2.710 -0.229
H 0.068 3.151 0.126
H 2.291 2.452 -0.689
H 2.594 1.834 0.968
H 2.642 -0.043 -1.526
H 4.074 0.435 -0.889
H 3.437 -1.559 0.400
H 2.889 -0.460 1.649
H 1.003 -1.809 1.368
H 1.783 -1.871 -1.450
H -1.506 -1.525 0.134
O -3.173 0.049 -0.319
O 1.207 -2.244 -0.568
```

## Properties
highest occupied orbital energy = -7.74 eV

=====

(4)
The following is a DFT calculation (ωB97M-V/def2-TZVPD) of a structure of composition C11H15BaNP.

```
29
C11H15BaNP ωB97M-V/def2-TZVPD
C 0.985 1.398 -0.159
C 2.234 1.362 -0.949
C 3.116 0.442 -0.292
C 2.681 0.023 0.954
C 1.331 0.589 1.056
Ba 0.592 -1.401 -0.669
P -1.664 0.305 -1.452
H 0.183 2.169 -0.538
H 2.328 1.949 -1.913
H 4.091 0.294 -0.661
H 0.902 0.696 2.182
H 3.291 -0.552 1.643
H -2.267 -0.893 -2.107
H -1.253 1.224 -2.484
H -2.799 0.996 -0.766
C -4.398 -4.296 3.494
C -3.396 -3.395 2.741
C -3.777 -2.617 1.661
C -2.860 -1.903 0.887
N -1.536 -1.981 1.111
C -1.134 -2.529 2.284
C -2.056 -3.259 3.069
H -5.239 -3.696 3.925
H -4.825 -5.060 2.793
H -3.821 -4.798 4.302
H -4.851 -2.661 1.492
H -3.190 -1.199 0.074
H -0.089 -2.345 2.598
H -1.768 -3.767 3.967
```

## Properties
charge = -1
highest occupied orbital energy (alpha / beta) = -0.65 / -0.81 eV

=====

(5)
The following is a DFT calculation (ωB97M-V/def2-TZVPD) of a structure of composition C11H15CrNP.

```
29
C11H15CrNP ωB97M-V/def2-TZVPD
C 0.201 -0.700 -3.396
C -0.740 -1.680 -3.834
C -0.473 -2.876 -3.112
C 0.711 -2.710 -2.343
C 1.103 -1.341 -2.458
Cr 0.767 1.628 -1.303
P -0.653 3.644 -1.144
H 0.250 0.340 -3.734
H -1.535 -1.514 -4.558
H -1.047 -3.798 -3.172
H 1.952 -0.882 -1.942
H 1.208 -3.477 -1.750
H -1.840 3.564 -0.342
H -1.185 4.034 -2.416
H -0.011 4.848 -0.704
C -0.349 -0.489 4.453
C -0.006 -0.091 3.054
C 1.024 0.829 2.810
C 1.291 1.221 1.513
N 0.547 0.754 0.466
C -0.417 -0.186 0.684
C -0.710 -0.618 1.964
H 0.546 -0.797 5.010
H -0.809 0.344 5.006
H -1.064 -1.319 4.447
H 1.611 1.254 3.625
H 2.074 1.938 1.256
H -0.949 -0.557 -0.194
H -1.494 -1.362 2.114
```

## Properties
charge = -1
<S²> = 6.152
multiplicity = 5
highest occupied orbital energy (alpha / beta) = -1.23 / -1.98 eV

=====

(6)
The following is a DFT calculation (ωB97M-V/def2-TZVPD) of a cluster of 2 separate species, C11H15IN3 in total.

```
30
C11H15IN3 ωB97M-V/def2-TZVPD
C 2.523 0.801 2.238
C 1.053 2.597 1.039
C 2.917 -0.521 2.075
C 1.879 -0.761 0.049
C 0.355 2.506 -0.114
C 1.733 1.344 1.234
C 1.419 0.541 0.116
C -0.967 1.575 -2.599
C -2.346 -2.903 0.588
C 0.008 0.795 -1.823
C -1.721 -0.817 -0.673
N 2.599 -1.274 1.030
N 0.570 1.269 -0.720
N -1.278 -1.973 0.149
I -2.705 0.622 0.573
H 2.803 1.370 3.110
H 1.090 3.439 1.701
H 3.513 -1.018 2.826
H 1.684 -1.418 -0.790
H -0.270 3.241 -0.579
H -1.716 2.026 -1.944
H -1.461 0.944 -3.332
H -0.470 2.390 -3.134
H -1.927 -3.713 1.182
H -3.080 -2.360 1.185
H -2.844 -3.317 -0.289
H 0.432 -0.104 -2.240
H -2.409 -1.169 -1.438
H -0.794 -1.607 0.978
H -0.589 -2.503 -0.397
```

## Properties
charge = +1
highest occupied orbital energy (alpha / beta) = -11.19 / -11.20 eV

=====

(7)
The following is a DFT calculation (ωB97M-V/def2-TZVPD) of a structure of composition C11H15InNP.

```
29
C11H15InNP ωB97M-V/def2-TZVPD
C -2.002 2.118 -2.405
C -1.451 0.881 -2.866
C -2.243 -0.172 -2.320
C -3.301 0.385 -1.544
C -3.176 1.796 -1.596
In 0.054 2.295 1.748
P 2.505 2.761 1.055
H -1.635 3.132 -2.618
H -0.581 0.747 -3.516
H -2.045 -1.229 -2.413
H -3.879 2.517 -1.174
H -4.066 -0.179 -1.017
H 3.089 3.597 2.077
H 2.883 3.452 -0.161
H 3.359 1.617 1.065
N -0.191 0.006 0.013
C 0.452 -1.053 0.683
C 0.193 -1.236 2.043
C 0.909 -2.213 2.739
C 1.854 -3.001 2.076
C 2.125 -2.784 0.713
C 1.430 -1.806 0.007
H -1.158 0.179 0.306
H -0.185 -0.081 -1.003
H -0.529 -0.571 2.532
H 0.699 -2.366 3.799
H 2.387 -3.789 2.620
H 2.871 -3.395 0.202
H 1.633 -1.610 -1.046
```

## Properties
highest occupied orbital energy = -5.60 eV

=====

(8)
The following is a DFT calculation (ωB97M-V/def2-TZVPD) of a cluster of 2 separate species, C11H15N in total.

```
27
C11H15N ωB97M-V/def2-TZVPD
C 1.326 1.365 -3.288
C -1.493 1.301 -0.760
C -0.419 0.620 -1.416
C 0.193 1.494 -2.385
C -0.744 2.603 -2.445
C -2.077 -0.704 0.484
C -2.491 0.580 0.064
C -1.001 -1.374 -0.149
C -0.181 -0.749 -1.115
N -1.832 2.451 -1.612
H -2.549 -1.073 1.421
H -3.343 1.117 0.546
H -0.777 -2.253 0.204
H 0.484 -1.281 -1.711
H -2.361 3.260 -1.342
H -0.404 3.522 -2.984
H 2.333 1.343 -2.773
H 1.249 2.154 -4.042
H 1.197 0.337 -3.783
C 1.731 -1.628 4.111
C 1.540 -2.004 2.747
H 0.692 -1.775 4.581
H 2.466 -2.378 4.530
H 2.085 -0.628 4.217
H 0.632 -2.558 2.465
H 1.389 -1.123 2.096
H 2.357 -2.620 2.340
```

## Properties
charge = -1
<S²> = 0.766
multiplicity = 2
highest occupied orbital energy (alpha / beta) = 0.59 / -2.78 eV

=====

(9)
The following is a DFT calculation (ωB97M-V/def2-TZVPD) of a cluster of 2 separate species, C11H15N in total.

```
27
C11H15N ωB97M-V/def2-TZVPD
C -0.790 -3.453 1.243
C 2.164 -1.205 0.210
C 0.716 -1.572 0.313
C 0.592 -2.864 0.976
C 1.905 -3.365 1.247
C 1.551 0.939 -0.794
C 2.547 0.065 -0.338
C 0.121 0.555 -0.708
C -0.144 -0.601 -0.063
N 2.756 -2.400 0.672
H 1.727 1.826 -1.279
H 3.622 0.346 -0.807
H -0.526 1.391 -0.883
H -1.308 -0.799 -0.059
H 3.677 -2.444 0.908
H 2.236 -4.006 1.910
H -0.749 -4.277 1.980
H -1.199 -3.785 0.358
H -1.398 -2.596 1.638
C -2.553 3.162 -0.390
C -1.527 3.837 -1.260
H -2.341 2.683 0.526
H -3.349 4.009 -0.091
H -3.428 2.686 -0.852
H -0.643 4.103 -0.602
H -2.158 4.599 -1.740
H -1.500 3.164 -2.114
```

## Properties
charge = -1
<S²> = 0.777
multiplicity = 2
highest occupied orbital energy (alpha / beta) = 0.75 / -2.91 eV

=====

Number 1: largest force on an atom 8.6 eV/A. Number 2: largest force on an atom 3.4 eV/A. Number 3: largest force on an atom 9.9 eV/A. Number 4: largest force on an atom 3.3 eV/A. Number 5: largest force on an atom 1.9 eV/A. Number 6: largest force on an atom 1.7 eV/A. Number 7: largest force on an atom 2.1 eV/A. Number 8: largest force on an atom 5.7 eV/A. Number 9: largest force on an atom 7.2 eV/A.